Record 1
{
  "formula": "C34H58F12Na3O42S4",
  "method": "ωB97M-V/def2-TZVPD",
  "symbols": ["Na", "Na", "Na", "C", "F", "F", "F", "S", "O", "O", "O", "C", "F", "F", "F", "S", "O", "O", "O", "C", "F", "F", "F", "S", "O", "O", "O", "C", "F", "F", "F", "S", "O", "O", "O", "C", "C", "O", "C", "O", "O", "H", "H", "H", "H", "C", "O", "C", "O", "O", "C", "H", "H", "H", "H", "H", "H", "C", "O", "C", "O", "O", "C", "H", "H", "H", "H", "H", "H", "C", "O", "C", "O", "O", "C", "H", "H", "H", "H", "H", "H", "C", "O", "C", "O", "O", "C", "H", "H", "H", "H", "H", "H", "C", "O", "C", "O", "O", "C", "H", "H", "H", "H", "H", "H", "C", "O", "C", "O", "O", "C", "H", "H", "H", "H", "H", "H", "C", "O", "C", "O", "O", "C", "H", "H", "H", "H", "H", "H", "C", "O", "C", "O", "O", "C", "H", "H", "H", "H", "H", "H", "C", "O", "C", "O", "O", "C", "H", "H", "H", "H", "H", "H"],
  "xyz": [[20.9349, 13.5592, -17.4519], [17.3451, 10.8388, -12.6985], [15.2746, 12.4778, -17.5874], [18.7803, 9.3207, -16.2105], [17.8420, 8.4807, -15.8805], [19.7796, 9.2444, -15.2664], [19.2787, 8.9776, -17.4158], [18.2345, 11.1050, -16.4911], [19.4602, 11.7555, -16.9340], [17.2377, 11.0853, -17.6152], [17.7046, 11.6263, -15.1990], [21.7893, 10.9456, -13.6008], [22.3104, 9.9553, -14.3133], [22.8148, 11.7928, -13.3423], [20.9080, 11.5246, -14.3074], [21.0281, 10.2910, -11.9200], [21.4773, 11.3259, -11.0187], [19.5816, 10.2626, -12.1320], [21.5357, 8.9416, -11.6145], [13.5887, 14.0521, -13.1309], [13.8525, 14.7602, -12.0643], [12.9770, 12.8864, -12.8289], [12.8326, 14.7652, -13.9960], [15.3162, 13.5639, -13.9436], [15.9803, 14.8936, -14.0121], [16.0042, 12.7075, -12.9322], [14.9364, 12.8740, -15.2227], [17.5101, 16.3433, -19.5799], [18.0444, 15.5190, -20.4844], [18.0615, 17.5324, -19.6437], [16.2618, 16.5237, -19.7302], [17.6318, 15.5719, -17.8751], [19.0066, 15.0763, -17.7201], [17.2707, 16.5835, -16.8839], [16.6529, 14.4588, -17.9364], [18.6275, 6.1552, -19.6015], [17.5733, 7.1675, -19.8186], [16.3934, 6.3955, -19.9466], [16.7157, 5.1786, -20.2404], [15.9299, 4.2889, -20.4582], [18.0328, 5.0381, -20.1897], [18.8697, 5.9674, -18.5555], [19.5763, 6.3846, -20.0866], [17.6285, 7.7307, -20.7502], [17.6074, 7.9047, -19.0164], [21.2972, 18.6293, -15.5365], [21.3508, 17.2950, -14.9888], [20.3208, 16.7617, -14.2398], [19.2076, 17.2985, -14.2798], [20.5638, 15.4448, -13.9939], [19.4956, 14.5435, -13.5772], [22.3003, 18.7389, -15.9487], [21.1363, 19.4595, -14.8487], [20.4793, 18.7559, -16.2457], [18.9212, 14.2336, -14.4502], [18.8179, 15.0227, -12.8707], [19.9471, 13.6694, -13.1081], [20.6812, 10.2091, -19.9171], [20.3105, 11.0094, -20.9992], [20.6041, 12.2698, -20.8978], [21.1501, 12.8815, -19.9745], [20.1645, 12.7967, -21.9657], [20.2517, 14.2187, -22.3225], [20.3835, 9.2170, -20.2566], [19.8624, 10.4412, -19.2361], [21.7328, 10.3184, -19.6520], [20.6529, 14.7422, -21.4548], [19.3909, 14.6898, -22.7970], [20.9071, 14.4144, -23.1712], [25.2137, 5.1026, -18.5568], [24.4203, 6.2174, -19.1356], [23.5085, 7.0802, -18.4765], [23.0066, 8.0830, -19.0265], [23.1079, 6.5284, -17.2415], [22.0013, 7.0973, -16.5292], [26.2392, 5.4508, -18.4342], [25.2942, 4.2420, -19.2208], [24.8259, 4.8416, -17.5721], [21.2936, 7.6143, -17.1773], [22.1844, 7.6896, -15.6327], [21.4109, 6.2707, -16.1339], [19.4402, 6.7782, -12.7660], [18.1011, 6.3511, -12.3759], [17.0669, 7.2269, -12.6038], [17.1102, 8.4063, -12.9453], [15.9574, 6.4953, -12.6750], [14.8006, 7.0965, -13.1038], [19.9718, 7.3590, -12.0123], [19.4051, 7.3531, -13.6913], [20.0011, 5.8506, -12.8809], [14.7119, 7.1687, -14.1878], [14.5707, 8.0857, -12.7079], [13.9600, 6.6115, -12.6074], [16.2528, 12.7751, -22.0645], [16.4095, 13.6615, -23.1645], [15.5178, 13.5184, -24.1321], [14.5112, 12.8185, -24.2341], [15.7551, 14.5083, -25.0138], [15.1234, 14.4923, -26.2553], [16.8080, 13.2519, -21.2567], [16.6742, 11.8055, -22.3295], [15.2203, 12.5896, -21.7685], [15.5592, 13.7373, -26.9097], [15.4312, 15.3275, -26.8844], [14.0557, 14.3341, -26.1033], [21.0146, 17.5055, -19.1294], [22.2972, 17.5798, -18.6351], [22.8028, 16.6175, -17.9550], [22.3254, 15.4580, -17.7784], [24.0827, 16.9368, -17.5206], [24.5311, 16.1940, -16.3304], [20.6317, 16.6335, -19.6596], [20.9285, 18.3386, -19.8271], [20.2837, 17.8033, -18.3777], [23.6889, 16.1719, -15.6388], [25.2671, 16.8160, -15.8209], [24.9560, 15.1907, -16.3641], [17.6637, 5.2642, -16.1459], [16.3448, 5.3531, -16.6451], [15.4187, 4.4384, -16.3896], [14.5001, 4.0954, -17.1306], [15.5635, 4.0428, -15.0832], [14.5644, 3.2470, -14.4451], [18.0555, 4.2500, -16.2236], [17.7348, 5.4061, -15.0675], [18.3421, 5.9547, -16.6471], [13.6234, 3.4404, -14.9600], [14.5153, 3.5216, -13.3914], [14.7325, 2.1831, -14.6125], [13.7377, 8.2266, -19.5146], [13.2785, 8.1668, -18.1531], [13.4648, 9.2501, -17.4357], [13.8190, 10.3502, -17.8682], [13.2823, 8.9558, -16.2004], [13.5646, 9.8484, -15.1581], [14.7242, 8.6598, -19.6802], [13.0758, 8.8311, -20.1348], [13.6595, 7.2381, -19.9672], [14.5357, 10.2873, -15.3874], [13.6087, 9.2440, -14.2521], [12.7484, 10.5708, -15.1632], [24.6215, 12.6495, -15.4968], [25.1812, 12.4487, -16.7557], [24.3683, 12.3782, -17.8378], [23.1356, 12.4062, -17.7949], [25.1563, 12.2738, -18.9468], [24.6020, 11.8662, -20.2531], [25.1858, 13.5108, -15.1394], [24.8891, 11.8528, -14.8028], [23.5424, 12.8015, -15.4731], [24.7395, 12.5735, -21.0710], [23.5172, 11.8949, -20.1512], [24.9721, 10.8548, -20.4212]],
  "mulliken_charge": [0.267, 0.930, 0.961, -0.366, 0.191, 0.086, -0.027, 0.240, -0.233, -0.154, 0.084, 0.204, -0.147, -0.274, 0.093, 1.009, -0.715, -0.626, -0.719, 0.287, -0.183, -0.205, -0.204, 1.147, -0.604, -0.786, -0.616, 0.154, -0.098, -0.232, -0.190, 1.031, -0.252, -0.608, -0.494, 0.247, 0.019, -0.236, 0.581, -0.589, -0.410, -0.152, 0.309, 0.419, -0.079, -0.731, -0.203, 0.664, -0.599, -0.287, -0.494, 0.236, 0.383, 0.178, 0.052, 0.478, 0.165, 0.305, -0.552, 0.927, -0.260, -0.454, -0.442, 0.032, -0.080, 0.073, 0.038, 0.284, 0.301, -0.578, -0.331, 0.683, -0.506, -0.363, -0.320, 0.246, 0.248, 0.293, 0.055, 0.250, 0.274, -0.361, -0.388, 0.431, -0.121, -0.300, -0.932, 0.357, -0.054, 0.320, 0.273, 0.411, 0.409, -0.651, -0.060, 0.669, -0.582, -0.335, -0.726, 0.043, 0.320, 0.441, 0.300, 0.255, 0.304, -0.311, -0.415, 0.243, 0.274, -0.433, -0.495, -0.077, 0.425, 0.174, 0.149, 0.362, 0.113, -0.121, 0.109, 0.494, -0.579, -0.343, -0.812, 0.518, 0.172, -0.436, 0.373, 0.219, 0.294, -0.630, -0.343, 0.851, -0.580, -0.365, -0.206, 0.180, 0.389, 0.237, 0.094, -0.010, 0.378, -0.632, -0.451, 0.534, -0.013, -0.422, -0.063, 0.351, 0.302, 0.198, 0.298, -0.361, 0.313],
  "multiplicity": 1,
  "charge": -1
}

***

Record 2
{
  "formula": "C34H60BIKN10O7S4Si",
  "method": "ωB97M-V/def2-TZVPD",
  "symbols": ["K", "C", "C", "C", "C", "N", "C", "C", "N", "B", "N", "C", "C", "N", "C", "S", "C", "C", "C", "C", "N", "C", "C", "N", "C", "S", "C", "C", "C", "C", "C", "S", "H", "H", "H", "H", "H", "H", "H", "H", "H", "H", "H", "H", "H", "H", "H", "H", "H", "H", "H", "H", "H", "H", "H", "H", "H", "H", "H", "H", "H", "H", "H", "H", "H", "H", "O", "C", "O", "N", "N", "C", "O", "C", "I", "H", "H", "H", "H", "O", "C", "O", "C", "N", "C", "C", "C", "H", "H", "H", "H", "H", "H", "H", "H", "H", "S", "C", "N", "C", "O", "H", "H", "H", "H", "C", "Si", "C", "C", "O", "H", "H", "H", "H", "H", "H", "H", "H", "H"],
  "xyz": [[-0.8886, 1.5491, -0.5836], [-1.9002, -4.4609, -0.6062], [-0.5806, -4.5785, -1.3703], [-0.5182, -3.6142, -2.5540], [-0.4687, -6.0097, -1.8953], [0.5644, -4.2939, -0.4715], [1.6490, -5.1451, -0.2912], [2.5172, -4.5165, 0.5159], [1.9967, -3.2833, 0.8348], [2.8205, -2.2715, 1.6451], [1.8857, -1.5660, 2.6957], [1.4082, -2.3847, 3.6974], [0.6761, -1.6431, 4.5381], [0.6974, -0.3368, 4.0633], [1.4507, -0.3029, 2.9157], [1.7181, 1.0010, 1.8623], [-0.0331, 0.7154, 4.8097], [-1.5250, 0.3671, 4.7724], [0.4871, 0.7247, 6.2536], [0.1429, 2.1164, 4.2379], [3.6807, -1.3106, 0.7983], [4.6043, -0.5293, 1.4589], [5.2222, 0.2516, 0.5628], [4.6650, -0.0324, -0.6789], [3.7556, -1.0532, -0.5339], [3.0154, -1.9297, -1.7866], [5.1006, 0.6147, -1.9399], [3.8938, 1.0457, -2.7782], [5.8897, 1.8805, -1.5963], [5.9963, -0.3558, -2.7097], [0.7950, -3.1317, 0.2177], [-0.1924, -1.7599, 0.3255], [-2.7211, -4.7356, -1.2726], [-2.0547, -3.4480, -0.2441], [-1.9032, -5.1398, 0.2494], [-1.3590, -3.7951, -3.2276], [0.4167, -3.7547, -3.0997], [-0.5529, -2.5869, -2.2008], [-1.3463, -6.2100, -2.5101], [-0.4523, -6.7375, -1.0822], [0.4138, -6.1491, -2.5212], [1.7150, -6.1124, -0.7474], [3.4793, -4.8277, 0.8796], [3.6001, -2.9331, 2.3078], [1.6153, -3.4400, 3.7010], [0.1183, -1.9347, 5.4068], [-1.7330, -0.6042, 5.2216], [-1.8724, 0.3401, 3.7369], [-2.0871, 1.1207, 5.3305], [0.2999, -0.2139, 6.7734], [-0.0097, 1.5209, 6.8104], [1.5613, 0.9150, 6.2620], [-0.3108, 2.1997, 3.2530], [1.1883, 2.4055, 4.1625], [-0.3673, 2.8077, 4.9138], [4.7134, -0.5747, 2.5274], [5.9666, 1.0076, 0.7128], [3.1976, 1.6196, -2.1636], [3.3618, 0.1908, -3.1825], [4.2496, 1.6805, -3.5944], [5.3204, 2.5302, -0.9297], [6.0827, 2.4253, -2.5203], [6.8549, 1.6562, -1.1393], [5.4392, -1.2620, -2.9446], [6.8702, -0.6208, -2.1105], [6.3376, 0.1067, -3.6391], [-1.2451, -0.2476, -2.2264], [-1.6128, -1.3059, -2.0989], [-2.8807, -3.6561, 2.6748], [-2.3843, -2.5978, 2.8619], [-3.1096, 3.1107, 3.1117], [-2.7027, 3.0655, 1.8247], [-2.2544, 2.0471, 1.3244], [-2.9213, 4.3014, 0.9826], [-2.4767, 6.1504, 1.9517], [-2.9428, 2.3000, 3.6842], [-3.3527, 3.9839, 3.5448], [-3.9679, 4.3631, 0.6860], [-2.3105, 4.2425, 0.0908], [1.1949, 4.2866, -3.1583], [0.7677, 3.0309, -3.2324], [0.6890, 2.3165, -2.2657], [0.4260, 2.5599, -4.6427], [0.4377, 3.7134, -5.5606], [-0.9810, 4.0325, -5.8121], [-1.6976, 2.6864, -5.8248], [-0.9784, 1.9098, -4.7162], [1.2109, 1.8492, -4.9090], [0.8933, 3.4610, -6.4274], [1.1564, 4.6112, -4.0890], [-1.0805, 4.6093, -6.7308], [-1.3514, 4.6431, -4.9847], [-1.5619, 2.2041, -6.7970], [-2.7660, 2.7767, -5.6313], [-0.9086, 0.8445, -4.9270], [-1.5009, 2.0321, -3.7689], [-5.3715, 3.5597, -2.0969], [-3.7717, 3.1874, -2.0275], [-2.6269, 2.9491, -1.9675], [1.1826, 4.3770, 0.5785], [0.2124, 3.7754, 1.4218], [2.0176, 4.7902, 1.1545], [0.6946, 5.1908, 0.0418], [1.5780, 3.6726, -0.1584], [0.6179, 2.9758, 1.8093], [-4.9590, -0.0552, 0.9181], [-4.5139, -1.7918, 1.3930], [-4.3435, -2.8992, -0.0917], [-5.7723, -2.4645, 2.5985], [-3.0099, -1.5765, 2.2076], [-5.9027, -0.0539, 0.3654], [-4.2160, 0.4173, 0.2750], [-5.0863, 0.5751, 1.8002], [-5.2886, -2.9214, -0.6411], [-4.0871, -3.9183, 0.1984], [-3.5687, -2.5363, -0.7684], [-6.7713, -2.3610, 2.1668], [-5.7567, -1.9029, 3.5351], [-5.6028, -3.5166, 2.8250]],
  "mulliken_charge": [1.614, -0.869, 1.693, -1.352, -2.478, 0.534, -0.282, -1.396, 0.549, 0.569, 0.183, -1.655, -0.159, 0.633, -0.123, 0.092, 2.043, -1.724, -1.873, -1.408, 0.232, -1.460, -0.103, 0.484, 0.175, -0.396, 1.570, -1.796, -2.234, -1.716, -1.433, 0.746, 0.758, -0.693, 0.271, 0.492, 0.423, 0.020, 0.403, 0.505, 0.572, 0.524, 0.574, -0.269, 0.597, 0.515, 0.421, 0.171, 0.518, 0.387, 0.439, 0.416, -0.594, 0.529, 0.575, 0.519, 0.511, 0.224, 0.362, 0.603, 0.425, 0.478, 0.505, 0.310, 0.394, 0.439, -0.093, -0.559, -0.470, 0.254, -0.233, 0.138, 0.653, -1.116, -0.046, 0.171, 0.181, 0.596, -0.134, -0.579, -0.147, -0.551, 0.591, -0.658, -0.714, -0.727, 0.206, 0.446, 0.320, 0.386, 0.487, 0.226, 0.274, 0.383, 0.307, -0.412, -0.502, 0.043, -0.717, -0.451, -0.211, 0.287, 0.296, -0.050, -0.321, -0.732, 0.377, -0.523, -1.130, 0.123, 0.439, -0.042, 0.241, 0.556, 0.148, 0.064, 0.338, 0.300, 0.303],
  "multiplicity": 1,
  "charge": -1
}

***

Number 1: E_tot -7768.77937 Ha. Number 2: E_tot -5210.83383 Ha.